14 unconnected molecules or ions with the total composition C56H100N8O12S6 in a non-equilibrium geometry, computed with ωB97M-V/def2-TZVPD.

Multiplicity: 1
HOMO energy in eV: -8.23
Electronic energy in hartree: -5923.48464
Orbital gap in eV: 7.9
LUMO in eV: -0.32

Atoms and positions in Å:
C 1.1614 6.8192 -3.1745
C 0.8452 5.5335 -2.2469
C 1.6450 5.7070 -0.8781
C 1.2759 6.9218 -0.1184
N 0.9840 7.8480 0.5129
H 1.7785 6.3923 -3.9651
H 1.7270 7.6044 -2.6728
H 0.2634 7.2771 -3.5893
H 1.3295 4.6811 -2.7232
H -0.2290 5.3618 -2.1782
H 2.7097 5.6062 -1.0890
H 1.5622 4.9111 -0.1380
C 3.8936 0.3630 3.6883
C 4.9250 1.5604 3.8089
C 4.1323 2.8904 3.6914
C 3.2611 3.1125 2.5009
N 2.5637 3.1582 1.5304
H 4.2867 -0.5938 4.0322
H 3.2596 0.2970 2.8042
H 3.0951 0.6821 4.3582
H 5.6475 1.4749 2.9972
H 5.3677 1.5622 4.8049
H 4.8199 3.7339 3.6305
H 3.5606 3.0114 4.6115
C 4.5797 0.1685 -6.0701
C 3.6323 1.2279 -5.3619
C 2.8430 2.0516 -6.3563
C 2.4989 1.5256 -7.7034
N 2.2734 1.1224 -8.7702
H 5.6470 0.3867 -6.1087
H 4.2187 0.0005 -7.0848
H 4.6067 -0.6605 -5.3630
H 4.1834 1.7825 -4.6025
H 2.9454 0.6283 -4.7646
H 3.2867 3.0227 -6.5757
H 1.9213 2.2898 -5.8253
C 5.1435 1.1717 -1.1281
C 4.0102 0.5665 -0.3424
C 3.9319 -1.0111 -0.3523
C 4.3699 -1.5564 -1.7044
N 4.7504 -1.9385 -2.6409
H 5.2878 2.2519 -1.1521
H 5.1792 0.8437 -2.1670
H 6.0424 0.8247 -0.6186
H 3.1429 1.0092 -0.8321
H 4.0060 0.9679 0.6710
H 2.9734 -1.4581 -0.0882
H 4.5519 -1.3405 0.4815
C -4.6619 2.1076 2.8789
C -4.6095 2.6425 1.4482
C -4.0526 1.6234 0.5036
C -4.9821 0.4551 0.3592
N -5.6328 -0.4750 0.1365
H -3.6148 2.1761 3.1740
H -5.1000 1.1464 3.1473
H -5.1215 2.8197 3.5643
H -4.0753 3.5925 1.4643
H -5.6526 2.8705 1.2291
H -3.0973 1.1843 0.7909
H -4.0036 2.0679 -0.4905
C 2.5258 -5.5600 7.8223
C 2.5368 -5.7048 6.2800
C 2.5550 -4.3299 5.4575
C 3.6344 -3.4854 5.8902
N 4.5248 -2.9014 6.3487
H 1.5211 -5.5549 8.2448
H 3.2392 -4.7722 8.0642
H 3.0658 -6.4571 8.1254
H 1.7947 -6.4170 5.9193
H 3.4398 -6.2417 5.9895
H 1.7351 -3.6179 5.3638
H 2.8273 -4.5371 4.4226
C -0.4036 1.3131 4.6830
C 0.0264 2.1622 3.4539
C -0.1609 3.6822 3.7508
S 0.3264 3.8292 5.6381
O -0.7725 4.5888 6.2476
O 1.6977 4.2739 5.8519
C 0.2788 1.9929 5.9253
H -0.0523 0.2868 4.5761
H -1.4910 1.3042 4.7577
H -0.6184 1.8784 2.6222
H 1.0492 1.8968 3.1863
H -1.2363 3.8601 3.7444
H 0.4425 4.2745 3.0630
H -0.2094 1.9124 6.8966
H 1.3627 1.8937 5.9823
C -5.6802 -1.7233 -5.8115
C -6.6002 -1.5902 -4.6252
C -5.8052 -2.1889 -3.4440
S -4.1640 -1.1252 -3.5222
O -3.0337 -1.8364 -3.0049
O -4.4267 0.2139 -3.0539
C -4.1981 -1.3920 -5.3692
H -5.9344 -1.0302 -6.6135
H -5.7687 -2.7152 -6.2546
H -7.5285 -2.1615 -4.6187
H -6.7920 -0.5226 -4.5179
H -5.5704 -3.2173 -3.7186
H -6.3085 -2.0293 -2.4904
H -3.5975 -2.2740 -5.5916
H -3.8356 -0.4478 -5.7758
C -8.4008 -2.3257 5.0059
C -7.7003 -3.2698 4.0805
C -6.1908 -2.9573 3.9220
S -5.8041 -2.1116 5.4838
O -5.5129 -0.6839 5.2347
O -4.8863 -2.9937 6.2311
C -7.4417 -2.2364 6.2072
H -9.4484 -2.5324 5.2246
H -8.4569 -1.3148 4.6021
H -8.1374 -3.5028 3.1096
H -7.8686 -4.2795 4.4552
H -5.9347 -2.3598 3.0471
H -5.7327 -3.9302 3.7441
H -7.5790 -1.3541 6.8322
H -7.5079 -3.0857 6.8871
C -3.2532 -7.1406 -0.0915
C -2.0248 -7.1480 0.9293
C -1.1180 -8.3298 0.5539
S -1.3574 -8.7503 -1.2477
O -2.1007 -10.0191 -1.3661
O -0.1893 -8.3068 -2.1097
C -2.5256 -7.3736 -1.4053
H -3.8144 -6.2062 -0.0863
H -3.7864 -8.0789 0.0612
H -2.2413 -7.0692 1.9947
H -1.4065 -6.2742 0.7235
H -1.3555 -9.1763 1.1982
H -0.0531 -8.0999 0.5907
H -3.0346 -7.5543 -2.3521
H -1.8215 -6.5483 -1.5116
C 6.1681 7.1876 0.7669
C 4.8705 6.3903 0.6870
C 5.2806 5.1915 -0.1928
S 6.8998 4.6268 0.3790
O 7.7437 4.4597 -0.8151
O 6.6810 3.6514 1.4817
C 7.3307 6.2420 1.1212
H 5.9720 7.8885 1.5783
H 6.4524 7.7508 -0.1219
H 4.0187 6.9512 0.3025
H 4.4568 6.1356 1.6627
H 5.4473 5.7442 -1.1174
H 4.6148 4.3541 -0.4013
H 8.2601 6.7209 0.8130
H 7.5299 5.9769 2.1596
C 0.2737 -3.4493 -3.3143
C 0.2682 -4.3993 -4.6022
C -0.0228 -3.5698 -5.8944
S 0.2426 -1.7721 -5.4552
O -1.0168 -1.1742 -4.9987
O 1.1908 -1.0379 -6.2747
C 0.9366 -2.1771 -3.8420
H 0.8985 -3.8691 -2.5260
H -0.7637 -3.4096 -2.9822
H -0.5853 -5.0773 -4.5993
H 1.1704 -5.0041 -4.6931
H -0.9390 -3.7353 -6.4612
H 0.8603 -3.7340 -6.5119
H 0.8058 -1.3923 -3.0969
H 2.0206 -2.2495 -3.9304
N -1.6970 1.6395 -3.8167
C -0.6737 1.8661 -4.7014
C -0.5231 3.2493 -4.7839
C -1.5010 3.8371 -3.9434
C -2.2979 2.8499 -3.3232
H -1.9395 0.6959 -3.5505
H -0.0720 1.0515 -5.0766
H 0.0547 3.7484 -5.5477
H -1.7117 4.8960 -3.9722
H -3.1529 2.9876 -2.6779
N -1.2499 -0.5465 -1.0636
C -1.4012 -1.1389 0.1634
C -0.4350 -0.5188 1.0057
C 0.2277 0.4749 0.2494
C -0.2614 0.3976 -1.0664
H -1.8047 -0.8437 -1.8536
H -2.2259 -1.7682 0.4636
H -0.2518 -0.7660 2.0409
H 0.9497 1.2235 0.5405
H -0.0981 0.9245 -1.9949